1.
{"formula": "C28H39BrN10PRuS3", "method": "ωB97M-V with the def2-TZVPD basis set", "homo_ha": [-0.4942, -0.4942], "orbital_gap_ev": [4.11, 2.43], "s_squared": 6.02, "lumo_ev": [-9.34, -11.02], "spin_multiplicity": 5, "charge": 3, "total_energy_ha": -5841.55543, "e_above_lowest_kj_mol": 182.8, "elements": ["Ru", "Br", "C", "C", "C", "C", "C", "C", "N", "C", "C", "C", "C", "C", "C", "N", "H", "H", "H", "H", "H", "H", "H", "H", "H", "S", "C", "N", "C", "C", "S", "H", "H", "H", "H", "H", "C", "N", "C", "N", "C", "N", "C", "P", "C", "C", "H", "H", "H", "H", "H", "H", "H", "H", "H", "H", "H", "H", "H", "C", "N", "C", "N", "C", "N", "C", "N", "C", "C", "H", "H", "H", "H", "H", "H", "H", "H", "H", "H", "H", "H", "S", "C"], "coordinates": [[-0.9704, 0.5816, 0.5679], [-6.2350, -2.1833, 5.7411], [-5.2562, -1.4743, 4.3264], [-4.1712, -0.6372, 4.4938], [-3.2997, -0.3109, 3.4362], [-3.5954, -0.7521, 2.1024], [-4.8841, -1.3160, 1.8885], [-5.6102, -1.7806, 2.9365], [-2.7106, -0.6499, 1.0458], [-2.9118, -1.5198, 0.0998], [-2.0154, -1.5731, -1.0332], [-2.4062, -2.4361, -2.1052], [-1.5314, -2.6724, -3.1300], [-0.3416, -1.9086, -3.1068], [-0.0071, -1.0251, -2.0683], [-0.9258, -0.8055, -1.1046], [-3.9541, -0.2348, 5.4915], [-2.4125, 0.3274, 3.5666], [-5.1477, -1.5696, 0.9131], [-6.6162, -2.2513, 2.7300], [-3.6279, -2.3173, 0.2087], [-3.3975, -2.8444, -2.0514], [-1.7567, -3.3995, -3.9109], [0.4388, -2.1452, -3.8328], [0.9154, -0.5362, -1.9592], [0.4014, -1.1244, 1.7544], [1.5829, -0.0432, 2.3871], [1.8673, 1.2067, 2.1043], [3.2215, 1.6668, 2.3727], [3.7517, 0.6632, 3.3804], [2.7373, -0.8440, 3.4570], [1.2246, 1.8492, 1.6436], [3.2473, 2.7188, 2.7748], [3.9603, 1.6017, 1.4847], [3.8920, 1.0429, 4.3899], [4.7280, 0.2677, 3.0859], [-4.6728, 3.8371, -0.4112], [-3.5480, 4.0095, -1.4081], [-2.8740, 5.3874, -1.0977], [-2.3916, 5.3936, 0.2900], [-3.4977, 5.1602, 1.2378], [-4.2130, 3.9125, 0.8996], [-3.4586, 2.7746, 1.3709], [-1.8019, 2.6929, 0.2402], [-2.5830, 2.8587, -1.4287], [-1.3012, 4.4921, 0.5990], [-5.1356, 2.8286, -0.5849], [-5.4126, 4.6391, -0.5820], [-3.9864, 4.1302, -2.3490], [-3.6195, 6.2105, -1.2076], [-2.0628, 5.5876, -1.8328], [-4.2118, 5.9949, 1.1546], [-3.0483, 5.0390, 2.1929], [-4.0274, 1.7956, 1.3356], [-3.1860, 2.8127, 2.4698], [-3.1284, 1.9091, -1.7527], [-1.8005, 3.0289, -2.1728], [-0.3959, 4.8754, -0.0029], [-0.9699, 4.5825, 1.6465], [3.9818, -2.1840, -1.3203], [3.6406, -3.3509, -2.0774], [4.0778, -4.5309, -1.4225], [5.5694, -4.5048, -1.0995], [5.9080, -3.2535, -0.3787], [5.4425, -2.0622, -1.1079], [6.2093, -2.0743, -2.3673], [5.7710, -3.2938, -3.1765], [4.3152, -3.2586, -3.3393], [6.1611, -4.4585, -2.4502], [3.5852, -2.1378, -0.2988], [3.6136, -1.3124, -1.8937], [3.8489, -5.4125, -2.0489], [3.4862, -4.7188, -0.5346], [6.9818, -3.1528, -0.3006], [5.5421, -3.2712, 0.6883], [7.3043, -2.0306, -2.1245], [5.9264, -1.0914, -2.8523], [4.0370, -4.1316, -3.9394], [3.9914, -2.3730, -3.8661], [7.2630, -4.4539, -2.4673], [5.7623, -5.3609, -2.9429], [0.9221, 2.8271, -1.1000], [-0.1981, 2.0675, -0.2669]], "atomic_forces_ev_per_a": [[0.2, -3.2, 0.6], [0.1, 0.2, -0.2], [-0.2, -0.4, -2.8], [1.0, 0.6, 0.6], [-0.4, -0.2, -1.8], [-1.6, 0.7, 3.1], [2.0, -0.2, 1.4], [-2.1, 0.1, 2.1], [-0.2, -0.5, -1.2], [1.4, 0.9, 0.5], [-1.3, -0.9, -2.5], [0.3, 0.9, 1.6], [0.8, 1.0, -0.2], [1.1, -0.9, 0.1], [-2.7, -1.2, -0.6], [0.5, -0.2, 0.8], [0.0, -0.3, -0.4], [-0.3, -0.5, 0.3], [-0.9, -0.1, -1.3], [1.4, 0.3, 0.4], [-0.1, -0.1, -0.1], [-0.1, -0.6, 0.0], [0.2, 0.4, 0.1], [-0.3, 0.3, 0.1], [1.0, 0.7, -0.2], [-0.4, 1.5, 0.2], [0.8, -1.9, 0.7], [-0.2, 0.7, -0.5], [1.7, 0.4, -0.1], [1.8, -0.7, 1.2], [-1.0, 1.4, -1.3], [0.2, -0.6, -0.1], [-0.2, -1.1, -0.4], [-1.8, 0.3, 0.8], [-0.3, 0.2, 0.0], [0.0, 0.4, 0.0], [-1.5, -0.9, -0.1], [-0.1, 1.2, -1.5], [0.9, 0.5, 1.1], [-0.9, -0.4, -0.3], [-1.0, 0.4, -1.9], [1.0, 0.0, 1.9], [0.3, -1.3, 0.2], [-2.4, 1.6, 1.4], [-0.9, -0.8, -0.3], [1.7, 0.8, -1.2], [0.3, 1.0, 0.0], [0.3, -0.3, -0.3], [0.4, -0.3, 0.6], [0.2, -0.9, 0.0], [-0.4, -0.5, 0.5], [0.3, -0.2, 0.4], [-0.1, 0.3, 0.9], [0.5, 1.0, -0.5], [-0.1, 0.5, -1.3], [0.5, 1.3, 0.6], [-0.1, 0.2, 0.1], [-1.2, -1.2, 0.6], [-0.5, 0.0, -0.2], [1.2, 1.0, 0.2], [-1.5, 0.5, 0.1], [1.0, -1.5, 1.2], [-1.1, 0.2, -0.2], [-0.8, -0.4, 0.6], [0.4, 0.0, 0.6], [-1.4, 0.6, -0.6], [0.4, 2.6, -0.4], [0.8, -0.7, -0.7], [0.5, -0.8, 0.2], [-0.5, -0.4, -0.2], [0.3, -0.1, 0.3], [0.5, 0.4, 0.1], [0.1, 0.3, 0.6], [0.3, -0.3, 0.0], [-0.1, -0.1, -1.1], [-1.0, -0.4, -0.5], [0.4, -1.3, -0.2], [0.0, 0.1, 0.0], [0.1, 0.4, -0.2], [-0.4, -0.4, 0.5], [0.5, 0.3, -0.2], [0.2, -0.5, 0.2], [2.3, 1.1, -1.6]], "mulliken_spin": [2.78, 0.00, -0.01, 0.01, 0.03, -0.05, 0.00, 0.00, -0.05, 0.02, 0.06, 0.02, 0.01, 0.00, 0.01, 0.01, 0.00, 0.02, 0.00, 0.00, 0.00, 0.00, 0.00, 0.00, 0.01, 0.21, -0.02, 0.01, 0.00, 0.00, 0.02, 0.02, 0.00, 0.00, 0.00, 0.00, 0.01, 0.01, 0.00, 0.03, 0.00, 0.04, 0.16, -0.17, 0.01, 0.07, 0.00, 0.00, 0.00, 0.00, 0.00, 0.00, 0.00, -0.01, -0.01, -0.01, 0.00, 0.00, -0.01, 0.00, 0.00, 0.00, 0.00, 0.00, 0.00, 0.00, 0.00, 0.00, 0.00, 0.00, 0.00, 0.00, 0.00, 0.00, 0.00, 0.00, 0.00, 0.00, 0.00, 0.00, 0.00, 0.42, 0.33]}


2.
{"formula": "C28H81N5O10", "method": "ωB97M-V with the def2-TZVPD basis set", "homo_ha": -0.3313, "smiles": "COC[C@H](C)N.COC[C@H](C)N.COC[C@H](C)N.COC[C@H](C)N.COC[C@H](C)N.CCO.CCO.CCO.CO.CO", "orbital_gap_ev": 9.12, "lumo_ev": 0.11, "total_energy_ha": -2141.21012, "e_above_lowest_kj_mol": 617.8, "elements": ["C", "O", "C", "C", "C", "N", "H", "H", "H", "H", "H", "H", "H", "H", "H", "H", "H", "C", "O", "C", "C", "C", "N", "H", "H", "H", "H", "H", "H", "H", "H", "H", "H", "H", "C", "O", "C", "C", "C", "N", "H", "H", "H", "H", "H", "H", "H", "H", "H", "H", "H", "C", "O", "C", "C", "C", "N", "H", "H", "H", "H", "H", "H", "H", "H", "H", "H", "H", "C", "O", "C", "C", "C", "N", "H", "H", "H", "H", "H", "H", "H", "H", "H", "H", "H", "C", "C", "O", "H", "H", "H", "H", "H", "H", "C", "C", "O", "H", "H", "H", "H", "H", "H", "C", "C", "O", "H", "H", "H", "H", "H", "H", "C", "O", "H", "H", "H", "H", "C", "O", "H", "H", "H", "H"], "coordinates": [[-3.2057, 7.8793, 7.3327], [-2.8753, 7.3157, 6.0554], [-2.2287, 6.0183, 6.0892], [-1.4416, 6.0060, 4.7675], [-0.5450, 4.7213, 4.7136], [-0.5432, 7.1307, 4.6117], [-3.7319, 8.8335, 7.3042], [-2.2700, 8.0992, 7.8468], [-3.8064, 7.1419, 7.8650], [-1.4571, 6.0224, 6.8592], [-2.9332, 5.1936, 6.1970], [-2.0690, 6.0799, 3.8793], [0.0546, 4.6827, 5.6230], [0.2264, 4.8676, 3.9576], [-1.0875, 3.8009, 4.4974], [-1.0056, 7.9272, 5.0262], [0.4100, 7.0530, 4.9363], [0.0885, -10.3904, 0.5391], [0.5103, -9.0800, 0.0580], [1.4193, -8.3588, 0.9483], [1.4712, -6.7954, 0.6674], [2.3069, -5.9264, 1.7245], [0.1397, -6.2050, 0.5262], [1.0165, -10.7600, 0.9754], [-0.2990, -10.9686, -0.2997], [-0.6660, -10.3697, 1.3256], [1.1602, -8.5563, 1.9884], [2.4411, -8.6568, 0.7135], [2.0044, -6.6718, -0.2751], [3.3326, -5.9313, 1.3557], [2.3447, -6.4085, 2.7014], [2.0361, -4.8832, 1.8874], [-0.1918, -6.1463, 1.4784], [-0.5220, -6.7803, 0.0249], [-4.6558, 5.5773, -0.7447], [-4.0484, 6.8284, -0.4126], [-2.7792, 6.9809, -1.1754], [-2.2192, 8.3920, -1.0344], [-0.6956, 8.6314, -1.4067], [-2.4120, 8.8811, 0.3073], [-5.6380, 5.6120, -0.2734], [-4.0781, 4.6843, -0.5063], [-5.0812, 5.4678, -1.7422], [-2.0050, 6.3333, -0.7639], [-2.9737, 6.8217, -2.2360], [-2.7936, 9.1714, -1.5350], [-0.0292, 8.2949, -0.6125], [-0.5775, 9.7147, -1.4334], [-0.4391, 8.0957, -2.3207], [-3.1919, 8.2962, 0.5712], [-1.7135, 8.3048, 0.7545], [-5.1224, -7.7202, -6.4188], [-5.0628, -6.3148, -6.5954], [-4.0827, -5.7543, -5.7657], [-3.7850, -4.2913, -6.1107], [-2.7149, -3.6993, -5.1585], [-4.9308, -3.3380, -5.9927], [-5.9414, -8.0094, -7.0773], [-5.5829, -8.1697, -5.5390], [-4.2204, -8.2905, -6.6406], [-4.4554, -5.8132, -4.7431], [-3.1902, -6.3786, -5.8083], [-3.3419, -4.2746, -7.1064], [-3.1943, -3.5272, -4.1949], [-2.4124, -2.6698, -5.3501], [-1.8792, -4.3952, -5.2328], [-5.1354, -3.1402, -5.0236], [-5.7022, -3.7190, -6.5217], [7.3139, 0.9453, 0.6216], [8.2907, 0.4372, -0.3563], [9.7223, 0.8621, -0.0976], [10.6955, -0.1913, -0.5156], [10.5822, -1.4121, 0.3868], [12.0591, 0.4038, -0.4623], [7.5959, 1.8746, 1.1164], [7.3184, 0.1196, 1.3332], [6.2876, 0.9409, 0.2546], [9.8519, 1.7609, -0.7004], [9.9952, 1.1378, 0.9210], [10.5988, -0.3901, -1.5829], [9.5694, -1.8149, 0.3707], [10.9176, -1.4571, 1.4229], [11.2583, -2.0777, -0.1499], [12.6760, -0.3215, -0.1254], [12.0161, 1.0368, 0.3236], [-1.5949, 3.5285, -6.3305], [-0.3652, 3.8775, -5.4253], [0.7921, 3.5567, -6.1327], [-1.5896, 4.1688, -7.2126], [-2.5040, 3.7830, -5.7856], [-1.5233, 2.4794, -6.6176], [-0.3922, 3.1170, -4.6449], [-0.2726, 4.9268, -5.1454], [0.7427, 2.6854, -6.5327], [-0.7995, -2.3864, 6.0488], [0.3351, -3.0964, 6.8324], [0.3955, -4.4909, 6.7616], [-0.8927, -1.3019, 5.9922], [-1.7707, -2.8280, 6.2722], [-0.6511, -2.8318, 5.0651], [0.2943, -2.8127, 7.8841], [1.3006, -2.7097, 6.5062], [1.3339, -4.6057, 6.5948], [-7.1117, -1.0449, 0.9865], [-6.8397, -0.2659, 2.2477], [-7.6122, 0.8867, 2.2132], [-6.6695, -2.0406, 1.0204], [-6.7387, -0.4548, 0.1493], [-8.1640, -1.2395, 0.7795], [-5.8059, 0.0783, 2.2772], [-7.1131, -0.8821, 3.1042], [-8.2924, 1.0265, 2.8761], [5.0103, -2.0821, -3.9334], [6.2012, -2.3948, -3.2232], [4.6985, -2.9566, -4.5045], [4.2528, -1.8527, -3.1840], [5.2240, -1.3250, -4.6879], [6.3755, -1.7210, -2.5619], [-0.0365, -0.1770, -0.1316], [-1.1541, -0.9560, 0.0025], [0.6774, -0.7057, -0.7631], [-0.1647, 0.8153, -0.5640], [0.4931, -0.2439, 0.8188], [-0.8155, -1.8453, 0.1296]], "atomic_forces_ev_per_a": [[0.7, -0.9, -0.3], [-0.6, 0.1, 0.3], [0.4, 2.0, -1.0], [1.4, -1.7, -0.2], [-0.2, 1.0, -0.3], [-0.4, 0.8, 0.1], [-0.2, -0.2, -0.8], [0.1, -0.2, 0.4], [0.0, 0.2, 0.4], [-0.1, -0.2, 0.5], [-0.1, 0.0, 0.1], [-0.6, -0.5, 0.3], [-0.3, -0.4, 0.4], [-0.3, -0.1, -0.4], [0.1, 0.0, 0.3], [0.3, 0.4, -0.1], [-0.2, -0.3, 0.3], [1.4, 1.4, 0.2], [-0.3, 0.8, 0.5], [0.0, 0.6, -0.7], [-0.6, 0.2, 0.1], [0.2, -1.7, -0.7], [0.3, 0.4, 0.6], [-0.2, -1.0, -0.1], [0.3, 0.1, 0.0], [-0.1, 0.4, 0.0], [0.0, 0.0, 0.1], [0.1, -0.6, 0.4], [-0.2, -0.1, -0.2], [0.1, 0.1, 0.1], [-0.2, -0.1, 0.1], [-0.5, -0.2, -0.5], [-0.6, 0.2, 0.1], [0.2, -0.4, -0.2], [-1.5, 0.6, 0.3], [1.7, -0.7, -1.8], [-0.6, 0.8, 0.1], [0.5, 1.8, -0.7], [-1.7, -0.6, 0.3], [0.6, -1.4, 1.3], [0.3, -0.4, 1.1], [0.1, 0.2, 0.3], [1.0, 0.4, -0.9], [-0.2, -0.6, -0.1], [0.0, -0.6, 0.0], [-0.2, -0.7, -1.3], [-0.1, -0.3, 0.1], [0.2, -0.1, -0.5], [0.2, 0.4, -0.2], [-1.1, 0.7, 0.8], [0.8, 0.4, 1.3], [-1.8, -0.5, -1.2], [0.2, -0.7, 0.2], [-0.1, 0.6, 0.7], [0.1, 1.6, 0.9], [-0.7, -0.5, -0.5], [1.0, -1.1, -1.3], [0.4, -0.2, -0.8], [0.5, 0.9, 1.2], [0.3, 0.4, -0.2], [0.1, 0.1, 0.5], [0.4, 0.1, -0.1], [-0.4, 0.2, -0.3], [0.4, -1.0, 0.6], [0.1, -0.2, -1.0], [0.3, 0.3, 0.9], [-0.3, -0.3, -0.1], [-0.5, 0.2, 0.4], [1.3, -1.9, 0.1], [1.2, 1.3, 0.9], [-2.0, 0.6, -1.1], [0.5, 0.5, 0.5], [0.1, -1.2, -1.4], [-0.6, 0.1, 0.5], [0.0, 0.1, -0.3], [-0.2, 0.4, 0.8], [0.3, 0.4, -0.7], [0.1, 0.1, -0.1], [-0.8, -0.1, 0.5], [-0.7, -0.7, 0.2], [0.0, -0.1, -0.2], [0.1, 1.1, 0.0], [-0.2, -0.9, 0.3], [0.3, -0.2, -0.2], [0.4, 0.5, 0.2], [0.6, 1.5, 0.8], [-1.2, -2.0, -1.3], [1.8, 0.6, -0.9], [0.1, -0.2, -0.2], [-0.2, -0.5, 0.0], [-0.3, 0.0, 0.1], [-0.4, 0.8, 1.1], [-0.3, -0.3, 0.3], [-0.2, 0.0, 0.1], [0.1, -2.4, -0.8], [-0.1, 2.6, 1.2], [-0.1, -0.4, -0.7], [0.6, -0.2, 0.3], [-0.1, 0.2, 0.7], [0.0, 0.7, -0.6], [-0.2, 0.1, 0.3], [0.0, 0.4, -0.3], [-0.2, -0.9, 0.0], [0.2, -0.4, -0.6], [-0.7, -0.7, 0.2], [-0.8, 2.0, -0.4], [0.5, 0.1, -0.1], [0.1, -0.3, -0.2], [-0.2, 0.3, 0.4], [0.2, -0.5, 0.2], [0.4, 0.0, 0.3], [0.3, -0.6, 0.2], [0.5, -0.3, 0.3], [0.3, -0.5, -0.1], [0.1, -0.2, 0.3], [-0.4, 0.4, -0.5], [-0.4, 0.5, 0.2], [0.0, 0.1, -0.1], [2.5, -0.6, 0.1], [-2.0, -0.6, -0.2], [0.2, 0.2, -0.7], [-0.5, -0.1, 0.5], [0.2, 1.2, 0.4], [-0.4, -0.2, 0.0]], "mulliken_charge": [-0.74, -0.31, -0.66, 0.53, -1.50, -0.64, 0.24, 0.31, 0.29, 0.31, 0.34, 0.23, 0.38, 0.42, 0.36, 0.23, 0.21, -0.65, -0.35, -0.70, 0.37, -1.34, -0.64, 0.31, 0.23, 0.27, 0.41, 0.30, 0.26, 0.36, 0.32, 0.36, 0.24, 0.26, -0.83, -0.39, -0.61, 0.22, -1.16, -0.77, 0.33, 0.30, 0.31, 0.35, 0.36, 0.28, 0.33, 0.36, 0.30, 0.40, 0.23, -0.81, -0.31, -0.58, 0.37, -1.36, -0.65, 0.29, 0.33, 0.32, 0.24, 0.36, 0.26, 0.32, 0.36, 0.36, 0.23, 0.27, -0.74, -0.26, -0.89, 0.49, -1.33, -0.70, 0.29, 0.30, 0.24, 0.34, 0.44, 0.22, 0.35, 0.32, 0.38, 0.27, 0.28, -1.01, -0.14, -0.54, 0.28, 0.30, 0.33, 0.21, 0.28, 0.29, -0.97, -0.26, -0.50, 0.31, 0.28, 0.24, 0.25, 0.30, 0.34, -1.00, -0.11, -0.54, 0.32, 0.27, 0.29, 0.18, 0.28, 0.30, -0.42, -0.49, 0.21, 0.18, 0.23, 0.29, -0.50, -0.48, 0.18, 0.24, 0.25, 0.30]}


3.
{"formula": "H23O14P", "method": "ωB97M-V with the def2-TZVPD basis set", "homo_ha": -0.2634, "orbital_gap_ev": 6.23, "lumo_ev": -0.94, "total_energy_ha": -1408.52873, "elements": ["O", "H", "H", "H", "O", "H", "H", "H", "O", "H", "H", "H", "P", "O", "O", "O", "O", "O", "H", "H", "O", "H", "H", "O", "H", "H", "O", "H", "H", "O", "H", "H", "O", "H", "H", "O", "H", "H"], "coordinates": [[-0.7613, 0.6915, -3.4977], [-0.8592, 0.8152, -2.4786], [-0.7751, 1.5375, -3.9728], [0.1193, 0.2214, -3.5933], [-0.3676, -0.7727, 0.3946], [-0.4473, 0.1535, -0.0564], [-0.6249, -0.6788, 1.3395], [0.5363, -1.1723, 0.2442], [3.2880, 0.7108, 0.6716], [3.8614, 0.5280, -0.0914], [2.3863, 1.1271, 0.3014], [3.6646, 1.3341, 1.3134], [0.7900, 2.1324, -0.7701], [0.6595, 3.6050, -1.1089], [1.1630, 1.8692, 0.7199], [1.9016, 1.4895, -1.6033], [-0.5157, 1.3017, -1.1226], [-1.3539, -2.2582, -1.7119], [-1.3331, -3.1544, -2.0656], [-2.0649, -1.8241, -2.1960], [-0.6767, -0.8111, 3.1369], [-1.1755, -0.4076, 3.8592], [-0.0044, -1.3491, 3.5713], [-0.5695, 2.5452, 2.6256], [0.0408, 2.1950, 1.9234], [-1.4190, 2.1351, 2.4325], [1.8523, -2.0879, 0.4332], [2.6430, -2.1006, -0.1190], [1.7622, -2.9929, 0.7561], [1.2494, -0.6721, -2.9958], [1.0805, -1.4912, -2.5206], [1.4669, 0.0118, -2.2876], [-2.4992, 1.3897, 0.6520], [-3.3304, 1.6084, 0.2231], [-1.8124, 1.4487, -0.0684], [-3.0155, -2.3189, 2.5767], [-2.3403, -1.9211, 3.1480], [-2.5191, -2.8378, 1.9373]], "atomic_forces_ev_per_a": [[-1.0, -0.1, -1.7], [0.7, 1.3, 1.7], [0.1, 0.1, 0.4], [0.5, -0.7, 0.3], [-0.3, -0.1, 0.2], [0.1, 0.5, -1.1], [0.3, 0.0, 0.2], [-0.5, 0.3, 0.5], [1.3, -1.2, 0.0], [0.1, 0.5, 0.1], [-2.1, 1.3, 0.7], [0.0, 0.1, -0.3], [0.6, 4.2, -1.2], [-0.6, -1.6, 0.4], [0.5, -1.4, -0.4], [1.0, -2.2, -0.4], [-1.2, -1.6, 0.6], [0.1, -0.3, -0.2], [-0.1, 0.1, 0.0], [0.0, 0.0, 0.1], [0.1, -0.4, 0.3], [0.2, 0.5, -0.2], [0.1, 0.2, 0.0], [0.2, -0.5, 0.2], [-0.3, 0.5, 0.4], [-0.1, 0.2, -0.3], [0.4, -0.4, -0.1], [-0.1, 0.1, 0.0], [-0.1, 0.1, 0.0], [0.3, -0.1, 0.1], [-0.4, 0.0, -0.2], [0.6, 0.8, -0.1], [0.2, -0.3, -0.3], [0.0, 0.0, 0.1], [-0.4, 0.4, 0.3], [0.0, -0.1, 0.3], [-0.2, -0.2, -0.5], [0.0, 0.1, 0.0]], "nbo_charge": [-0.84, 0.56, 0.54, 0.55, -0.85, 0.56, 0.56, 0.54, -0.82, 0.54, 0.56, 0.55, 2.52, -1.17, -1.24, -1.29, -1.26, -0.95, 0.47, 0.48, -0.96, 0.51, 0.48, -1.00, 0.50, 0.47, -0.94, 0.50, 0.50, -1.00, 0.48, 0.53, -1.01, 0.47, 0.50, -0.94, 0.47, 0.46]}